Entry from the Open Molecules 2025 dataset: a cluster of 3 separate species, C27H60FN5P in total at a distorted geometry (ωB97M-V/def2-TZVPD).

Values from the calculation:
- E_HOMO: -9.57 eV
- Strongest force on any atom: 0.0225 Eh/bohr
- 2S+1: 1
- Charge: +1
- LUMO level: -2.209 eV
- E_tot: -48419.0474 eV

Element x y z (Å)
H 5.259 1.282 -9.841
H 1.451 1.348 -3.399
H 0.270 -1.302 -4.181
H 2.681 -0.350 -9.653
C -1.852 -0.171 8.660
H 2.809 2.998 -7.087
H -3.100 -3.799 -1.887
H 4.077 4.916 -8.477
C 0.729 0.790 -3.989
C -5.339 -2.371 -0.120
H -2.549 1.293 7.230
H 1.659 0.142 1.186
H -0.649 -2.207 4.847
H -1.918 2.017 8.698
C -0.406 -1.209 4.491
H -0.093 -0.589 5.325
H -3.980 -3.587 0.870
H -0.263 2.038 -1.833
H 1.911 -0.915 10.441
N -1.455 -1.721 0.294
H 4.704 0.383 -8.457
H -1.780 -3.802 0.344
H 2.422 -1.701 8.955
H -0.151 1.398 -4.175
P -1.112 -0.733 -2.352
C 4.358 1.009 -9.284
H 1.110 -2.069 -0.573
H -1.654 0.094 11.237
H -2.989 0.709 -1.977
C 0.695 -1.249 3.436
H 2.647 2.967 -10.357
H 3.157 5.357 -9.920
H 0.903 1.516 10.291
H 0.918 0.207 8.449
C 2.829 2.075 -7.674
C -1.348 2.091 -1.790
H -1.310 -0.761 4.073
C 3.462 0.173 -10.205
H 1.294 -0.921 -2.826
H -1.605 2.127 -0.731
H -2.227 1.070 -3.485
H 1.199 0.631 -4.959
C -4.333 -3.431 -0.152
H -0.987 -3.246 -1.105
H -1.961 -0.928 7.874
H 4.062 -0.587 -10.708
F 1.639 -0.268 3.705
H 2.989 0.779 -10.978
C 3.506 3.243 -9.724
C 3.251 4.618 -9.124
C 1.386 1.740 -8.078
C 0.418 -0.588 -3.376
C -0.029 1.461 10.856
C -6.167 -1.506 -0.092
H -6.772 -0.648 -0.270
N 3.813 2.235 -8.725
H -0.425 -0.042 2.112
C -3.159 -3.055 -1.094
C 1.559 -1.496 9.588
H 3.197 1.310 -6.984
H -0.040 -2.939 1.307
H 0.286 -1.334 7.886
C 0.497 -0.754 8.790
H -3.089 -0.597 -0.057
H -3.375 -2.122 -1.601
C -0.599 -0.760 -0.554
H -0.811 0.220 -0.133
H 2.329 4.649 -8.541
C -0.653 0.061 10.802
C -0.680 -2.089 1.532
H -0.807 1.361 7.492
N -2.590 -0.977 0.737
H -4.802 -4.366 -0.451
H 1.465 -0.384 -0.932
H 1.275 0.702 -8.388
C -2.012 0.855 -2.440
H 1.026 2.377 -8.887
H -1.689 3.015 -2.246
H -2.773 -0.225 9.246
H 0.722 1.897 -7.224
N -0.752 -0.592 9.506
C 0.881 -1.037 -0.294
H 4.367 3.315 -10.392
N 1.276 -0.787 1.090
C -1.767 1.206 7.988
H -3.193 -1.554 1.308
H 1.170 -2.446 9.956
C 0.174 -0.958 2.036
H -0.081 -0.593 11.465
H -1.390 -2.400 2.295
H -0.702 2.230 10.479
H 0.203 1.716 11.891
H 1.205 -2.215 3.436
C -1.801 -3.027 -0.421